C4H4N2O3 in the gas phase in a non-equilibrium geometry. Source: the OMol25 dataset; level of theory: ωB97M-V/def2-TZVPD.

The geometry in XYZ format:
```
13
Properties=species:S:1:pos:R:3:mulliken_charge:R:1
C -0.91572 -1.04363 0.52111 0.42
C -1.17091 -0.21403 -0.75929 -0.26
C -0.06996 0.77180 -1.12253 0.26
C 1.25649 0.20346 0.86359 0.42
H -1.59169 -0.82109 -1.58113 0.37
H -1.88680 0.77715 -0.49362 0.21
H 1.72209 1.54521 -0.49646 0.28
H 0.71780 -1.41827 1.84339 0.29
N 0.91038 1.01858 -0.12221 -0.13
N 0.19506 -0.68955 1.11119 -0.19
O -1.68522 -1.75686 0.99464 -0.51
O 0.22007 1.43411 -2.22011 -0.61
O 2.29841 0.19313 1.46145 -0.57
```

Output
Gap between HOMO and LUMO: 10.78 eV
LUMO level: 0.157 eV
Energy above the lowest of the compared OMol25 structures with the same formula, charge and spin: 91.6 kJ/mol
Charge: 0
Structure (SMILES): O=C1CC(=O)NC(=O)N1
Energy: -490.04898 Ha
E_HOMO: -10.62 eV